Record 1
A structure of composition C4H5NO2S at a distorted geometry. Source: the Open Molecules 2025 dataset; level of theory: ωB97M-V/def2-TZVPD.

Each line ends with the Mulliken charge.
Cartesian coordinates (Å):
C1 -0.9326 -0.7632 0.9270  -0.8388
C2 -2.1803 -0.9557 0.4258  -0.3371
C3 -0.0901 -0.0831 0.0838  0.8228
C4 1.3322 0.3986 -0.0547  -0.0975
N1 -2.3791 -0.3889 -0.7475  -0.4719
O1 1.9605 -0.4815 -0.9555  -0.4266
O2 1.4840 1.7020 -0.5681  -0.5301
S1 -1.0798 0.3882 -1.1925  0.0754
H1 -0.7359 -1.1543 1.8424  0.4272
H2 -2.9199 -1.3951 0.9459  0.4933
H3 1.8505 0.3323 0.9258  0.3083
H4 1.9988 0.0971 -1.7089  0.2817
H5 1.6917 2.3036 0.0766  0.2933

Properties
gap between HOMO and LUMO: 10.1 eV
energy above the lowest of the compared OMol25 structures with the same formula, charge and spin: 215.94 kJ/mol
net charge: 0
electronic energy: -20647.9416 eV



Record 2
A structure of composition C4H5NO2S at a distorted geometry. Source: the Open Molecules 2025 dataset; level of theory: ωB97M-V/def2-TZVPD.

Each line ends with the Mulliken charge.
Cartesian coordinates (Å):
C1 0.0288 -0.7574 -0.1872  0.3626
C2 -2.4611 0.3146 0.1508  0.1527
C3 0.4563 0.3924 -0.6906  -0.3877
C4 1.7172 0.9556 -0.3320  0.2006
H1 1.9288 -1.3115 0.3974  0.2781
H2 0.5530 -2.2034 1.0483  0.1933
H3 -3.6535 0.2834 0.3921  0.3069
H4 -0.3646 1.1778 -0.7775  0.3324
H5 1.5897 2.3272 0.0289  0.1774
N1 0.9764 -1.6098 0.4017  -0.3988
O1 -1.8976 1.3599 0.2614  -0.4154
O2 2.6594 0.1372 -0.1411  -0.5980
S1 -1.5328 -1.0661 -0.5521  -0.2042

Properties
gap between HOMO and LUMO: 8.7 eV
energy above the lowest of the compared OMol25 structures with the same formula, charge and spin: 447.96 kJ/mol
net charge: 0
electronic energy: -20645.5369 eV